Arrangement P

6
Properties=species:S:1:pos:R:3 method="wB97M-V/def2-TZVPD" orbital_gap_ev="7.355 / 7.231" e_lumo_ev="-2.870 / -2.997" charge=0
O -0.553 -0.496 -0.547
F -0.424 0.776 1.564
F -0.891 1.947 -0.482
P 0.209 0.897 0.103
S 1.810 -2.379 0.841
H -0.151 -0.744 -1.479



Arrangement Q

6
Properties=species:S:1:pos:R:3 method="wB97M-V/def2-TZVPD" orbital_gap_ev=9.689 e_lumo_ev=-1.228 charge=0
O -0.787 0.893 0.275
F 0.370 -0.198 -1.574
F -0.483 -1.853 0.496
P 0.422 -0.035 0.010
S 2.088 0.584 0.637
H -1.609 0.609 0.157



Arrangement R

6
Properties=species:S:1:pos:R:3 method="wB97M-V/def2-TZVPD" orbital_gap_ev=10.264 smiles="OP(F)(F)=S" e_lumo_ev=-0.393 charge=0
O -0.245 -0.412 -0.314
P -2.136 0.238 -0.005
F -1.976 1.300 -1.222
F -1.742 0.950 1.329
S -3.688 -0.939 0.093
H -0.135 -0.541 -1.340



How do the energies compare? Relative to the most stable structure, in kcal/mol: arrangement P 47.6; arrangement Q 5.7; arrangement R 0.0.



Arrangement P

20
Properties=species:S:1:pos:R:3 method="wB97M-V/def2-TZVPD" orbital_gap_ev=9.685 e_lumo_ev=0.729 charge=0
H 1.219 0.451 2.311
N 0.842 -0.313 1.748
C 0.403 0.086 0.629
C 0.314 1.878 0.398
C -0.822 2.562 0.329
O 1.555 2.447 0.492
N -0.205 -0.409 -0.437
C -0.186 0.040 -1.827
N 0.283 -2.075 -0.447
C -0.565 -2.836 0.457
H -1.769 2.053 0.205
H -0.834 3.650 0.380
H 1.494 3.406 0.339
H -0.320 -0.832 -2.470
H -1.041 0.692 -2.011
H 0.760 0.515 -2.095
H 1.236 -2.113 -0.075
H -1.621 -2.598 0.307
H -0.437 -3.908 0.253
H -0.308 -2.695 1.515



Arrangement Q

20
Properties=species:S:1:pos:R:3 method="wB97M-V/def2-TZVPD" orbital_gap_ev=9.642 e_lumo_ev=0.707 charge=0
C 2.887 -0.206 -0.019
C 1.707 -0.360 -0.816
C -1.425 -1.592 0.914
C -0.435 0.813 0.057
C 0.149 1.965 0.841
H 2.561 -0.480 1.307
H 3.929 -0.924 -0.582
H 3.698 0.982 0.254
H 1.767 0.400 -1.649
H 1.534 -1.331 -1.382
H -2.240 -0.692 1.038
H -1.533 -2.570 1.434
H -0.729 2.503 1.436
H 1.107 1.767 1.720
H 0.682 2.531 -0.078
H -1.551 -0.761 -0.972
N 0.393 -0.340 -0.039
N -0.177 -1.510 0.408
N -1.621 1.039 -0.354
O -2.088 0.067 -1.062



How do the energies compare? Relative to the most stable structure, in kcal/mol: arrangement P 0.0; arrangement Q 120.2.



Arrangement P

20
Properties=species:S:1:pos:R:3 method="wB97M-V/def2-TZVPD" orbital_gap_ev="7.305 / 7.305" smiles="CC(=O)N(C)/C(N)=C/N" e_lumo_ev="0.853 / 0.853" charge=0
C 2.091 -0.310 -1.290
C 1.207 -0.084 -0.083
O 1.678 -0.076 1.055
N -0.046 0.669 -0.427
C -0.095 2.092 -0.688
C -1.034 -0.061 0.140
N -2.123 0.498 0.729
C -0.628 -1.389 0.343
N -1.113 -2.097 1.469
H 2.761 0.547 -1.409
H 2.712 -1.190 -1.116
H 1.509 -0.436 -2.204
H -0.059 2.640 0.261
H 0.743 2.391 -1.320
H -1.020 2.340 -1.213
H -2.006 1.393 1.185
H -2.668 -0.164 1.268
H -0.279 -2.009 -0.473
H -0.869 -3.080 1.446
H -0.761 -1.677 2.328



Arrangement Q

20
Properties=species:S:1:pos:R:3 method="wB97M-V/def2-TZVPD" orbital_gap_ev=8.813 smiles="C[C@H](N)C(N)=O.CC#N" e_lumo_ev=0.580 charge=0
C -0.656 2.224 1.152
C -1.125 1.143 0.201
N -1.913 0.191 0.837
C 0.236 0.392 -0.710
N 1.484 0.574 -0.198
O 0.057 0.375 -1.913
H -0.032 2.943 0.630
H -1.510 2.757 1.566
H -0.108 1.775 1.979
H -1.663 1.576 -0.645
H -1.358 -0.326 1.558
H -2.233 -0.537 0.205
H 2.278 0.605 -0.823
H 1.631 0.491 0.794
C 1.136 -2.452 -1.127
C 0.151 -1.940 -0.178
N -0.531 -2.045 0.764
H 2.147 -2.314 -0.738
H 0.962 -3.519 -1.284
H 1.048 -1.912 -2.070



Arrangement R

20
Properties=species:S:1:pos:R:3 method="wB97M-V/def2-TZVPD" orbital_gap_ev=9.724 smiles="C[C@H](N)N(N)C=O.C#C" e_lumo_ev=0.952 charge=0
C 0.343 1.378 1.487
C 0.687 0.264 0.514
N 2.078 0.020 0.462
N 0.058 0.442 -0.772
N 0.832 0.048 -1.889
C -1.303 0.562 -0.962
O -1.812 0.541 -2.069
H 0.623 2.344 1.064
H 0.907 1.238 2.407
H -0.719 1.390 1.718
H 0.119 -0.749 0.932
H 2.335 -0.627 -0.277
H 2.619 0.873 0.378
H 0.510 -0.877 -2.185
H 0.599 0.686 -2.648
H -1.831 0.907 -0.062
C -1.829 -1.863 0.013
C -1.018 -2.063 0.907
H -2.673 -1.817 -0.627
H -0.527 -2.697 1.608



How do the energies compare? Relative to the most stable structure, in kcal/mol: arrangement P 14.4; arrangement Q 0.0; arrangement R 57.5.



Arrangement P

20
Properties=species:S:1:pos:R:3 method="wB97M-V/def2-TZVPD" orbital_gap_ev=7.884 smiles=C[C@@]12N[C@H]1[C@@H](N)[C@]2(N)O e_lumo_ev=0.946 charge=0
C 1.747 1.419 0.257
C 0.923 0.421 -0.496
N 0.065 0.747 -1.629
C -0.796 0.951 -0.563
C -1.006 -0.007 0.537
N -2.188 -0.846 0.438
C 0.427 -0.785 0.223
N 0.223 -1.952 -0.606
O 1.095 -1.173 1.401
H 2.648 0.931 0.638
H 2.054 2.245 -0.391
H 1.239 1.831 1.143
H 0.278 1.479 -2.296
H -1.353 1.879 -0.518
H -0.887 0.440 1.529
H -2.927 -0.490 -0.159
H -2.597 -1.084 1.337
H 0.126 -1.674 -1.582
H -0.673 -2.384 -0.375
H 1.603 -1.948 1.113



Arrangement Q

20
Properties=species:S:1:pos:R:3 method="wB97M-V/def2-TZVPD" orbital_gap_ev=8.620 e_lumo_ev=0.077 charge=0
H 1.772 -0.430 -1.537
N 1.360 0.484 -1.723
C 0.572 0.934 -0.779
C -0.755 0.200 -0.457
N -0.882 -1.022 -1.225
N -1.935 0.975 -0.789
C -0.637 -0.036 1.076
O -1.086 -1.292 1.450
C 0.967 0.208 1.427
C 1.958 -0.691 1.388
H 0.556 2.016 -0.551
H -0.994 -0.848 -2.217
H -0.051 -1.599 -1.105
H -1.970 1.069 -1.801
H -1.872 1.915 -0.408
H -1.133 0.732 1.675
H -1.706 -1.542 0.717
H 1.071 1.042 2.122
H 1.966 -1.498 0.665
H 2.800 -0.620 2.071



How do the energies compare? Relative to the most stable structure, in kcal/mol: arrangement P 2.4; arrangement Q 0.0.